# 1
Formula: C20H43F9I3NO6P2S2Ta
Source: the Open Molecules 2025 dataset
Level of theory: ωB97M-V/def2-TZVPD

```
87
Properties=species:S:1:pos:R:3:forces:R:3:lowdin_charge:R:1
N 3.79330 2.14106 3.74098 0.7432 -5.6920 1.6204 0.078
C 3.84987 0.94710 3.97464 -2.6201 0.6690 -1.7011 -0.455
O 3.53516 -0.43628 4.00677 2.1274 4.4749 -0.6802 -0.474
Ta 4.67343 -1.62088 2.63153 -2.4186 -0.1521 -1.5875 1.236
S 2.46198 -2.83735 2.06028 0.7892 -0.0796 0.0390 0.244
C 4.29883 -0.11762 0.86233 -0.5783 0.1595 -0.3701 -0.389
C 3.24411 -0.75570 -0.21506 0.9032 1.1675 -0.9607 -0.440
C 3.44057 0.05783 -1.62114 0.5055 -0.1719 1.2994 -0.605
I 2.85611 -1.31454 -3.26244 0.0830 0.7846 0.4480 0.590
C 5.74170 -3.14718 1.29171 -0.2102 -0.6351 0.2021 -0.396
C 7.23496 -2.84528 0.81835 1.0885 -1.3871 -0.9438 -0.174
C 7.36726 -2.33435 -0.72796 -2.2861 -1.4990 1.5625 -0.311
F 6.10291 -1.77941 -1.09857 2.7802 -0.8267 0.0504 0.017
F 7.54719 -3.50003 -1.52898 0.0913 2.6475 0.9605 0.038
C 8.47056 -1.19834 -0.89014 0.0336 1.7941 3.1864 -0.287
F 9.61397 -1.35812 -0.02972 -3.1604 -0.3987 -2.1513 0.043
F 7.85827 0.02134 -0.43596 1.4350 -3.3935 -0.9294 -0.005
S 9.14129 -0.87178 -2.60480 1.6622 3.1341 -2.6969 1.005
F 9.87806 -2.35946 -2.73409 -1.5256 2.1946 0.4752 -0.164
F 10.53348 -0.20375 -1.88837 -1.9562 -1.2912 -1.5483 -0.196
F 8.50235 0.70481 -2.56016 1.0663 -2.5443 -0.6097 -0.197
F 7.76038 -1.33311 -3.39933 2.1945 0.0739 1.5423 -0.157
F 9.80138 -0.49326 -4.09359 -0.9825 -0.6933 2.2746 -0.175
P 5.05069 -3.30195 4.63350 0.1467 -0.6175 -0.0807 0.120
O 4.01711 -4.65964 4.36860 0.6305 0.5335 -0.1153 -0.572
I 4.39097 -2.28845 6.76978 -0.1904 -0.4418 -0.3613 0.299
P 6.80616 -0.41483 3.41479 0.5626 0.2029 1.4347 0.226
O 6.64591 -0.12205 5.13366 0.2628 0.8477 -1.9241 -0.573
I 7.06990 1.83527 2.42565 -0.0724 -0.3661 0.2487 0.368
H 2.70621 -3.74934 1.04322 0.1408 0.8530 0.8162 -0.206
H 3.81267 0.85791 1.20853 0.8041 -1.1405 -0.2184 0.038
H 5.29334 0.18776 0.34775 -1.5776 -0.6098 0.6982 0.000
H 3.47537 -1.84591 -0.46538 -0.4894 1.5292 0.6192 0.011
H 2.16098 -0.60196 0.15125 1.7989 -0.5558 -0.5969 0.083
H 2.82865 1.01933 -1.64455 0.7924 -1.4302 -0.2365 0.054
H 4.55457 0.27140 -1.80600 -1.8352 -0.3288 0.1992 0.038
H 5.00286 -3.40282 0.43353 1.4765 0.5773 1.1268 0.046
H 5.79285 -4.14064 1.89553 -0.0223 1.5663 -0.9095 0.038
H 7.77331 -3.87601 0.79509 -0.6337 1.8089 -0.1280 0.129
H 7.88052 -2.21752 1.51792 -1.2179 -0.4969 -0.9173 0.061
H 4.43413 -5.23953 3.69569 -0.2063 0.5530 0.7045 0.013
H 6.79098 0.84586 5.23390 -0.2200 -0.8034 0.1594 -0.001
C -2.15864 0.63448 2.10810 -0.2450 -0.0266 -0.1623 -0.075
C -0.95182 0.94833 1.24297 0.0503 -0.0579 0.1626 -0.271
O -0.88630 0.17026 0.05500 0.0657 -0.0874 -0.1655 -0.165
C -1.96741 0.30912 -0.85405 0.1141 0.0502 0.0399 -0.279
C -2.13755 1.72295 -1.38626 0.0421 0.1733 0.1774 -0.080
H -2.20102 -0.43355 2.33866 0.0858 0.0906 0.0222 0.087
H -2.11463 1.19613 3.04455 0.0252 -0.0473 -0.0734 0.080
H -3.09394 0.89629 1.60619 0.0029 0.0567 0.1261 0.050
H -0.04505 0.72146 1.81053 0.0046 -0.0866 -0.2483 0.120
H -0.90555 2.01564 1.00118 -0.0800 0.0340 0.0045 0.107
H -2.89559 -0.05329 -0.39895 -0.0768 0.0719 0.0313 0.100
H -1.75236 -0.35715 -1.69342 0.1562 -0.0383 0.1735 0.118
H -2.40818 2.42301 -0.59140 -0.0682 -0.0414 -0.0611 0.063
H -2.92384 1.75373 -2.14394 0.0310 -0.0232 0.0064 0.067
H -1.20359 2.07992 -1.82856 -0.0718 -0.0821 -0.0263 0.081
C -7.89771 1.50987 3.68520 -0.1808 -0.1023 -0.1542 -0.084
C -6.51991 1.98857 3.26411 0.0136 -0.0448 0.0258 -0.279
O -5.85339 1.09772 2.38125 0.1313 -0.0789 0.0450 -0.168
C -6.48845 0.84368 1.13636 0.0154 0.1233 -0.0402 -0.276
C -6.67317 2.08749 0.28251 -0.0384 0.1675 0.1357 -0.072
H -7.84276 0.50523 4.11338 0.0465 0.1059 0.0189 0.082
H -8.32741 2.18711 4.42772 0.0612 -0.0446 -0.0406 0.076
H -8.58601 1.46499 2.83715 -0.0018 0.0702 0.0676 0.065
H -5.88989 2.06868 4.15423 0.1062 -0.1164 -0.1990 0.120
H -6.56648 2.99187 2.82748 -0.0927 0.0103 -0.0251 0.106
H -7.44291 0.33057 1.29424 -0.0659 0.0454 -0.0202 0.107
H -5.84449 0.14272 0.59876 0.0781 0.0092 0.2293 0.113
H -7.35511 2.80124 0.75198 -0.0351 -0.0639 -0.0906 0.068
H -7.08386 1.82266 -0.69417 -0.0005 0.0260 0.0399 0.060
H -5.71719 2.59876 0.13934 -0.0286 -0.0978 -0.0328 0.082
C -6.52229 -0.03452 -3.37372 0.1843 0.1249 -0.1044 -0.075
C -7.98683 0.19263 -3.70148 0.0485 -0.0209 0.0586 -0.279
O -8.36910 1.56122 -3.68003 -0.1383 0.0752 0.1165 -0.168
C -7.70572 2.41811 -4.59898 -0.0113 -0.0280 -0.0815 -0.280
C -7.91705 2.03073 -6.05353 -0.0167 -0.2486 -0.0099 -0.083
H -6.26512 0.42722 -2.41649 -0.0476 -0.0878 -0.0453 0.063
H -6.30340 -1.10387 -3.31982 -0.0380 0.0811 0.0134 0.081
H -5.86682 0.40193 -4.13173 -0.0123 -0.1006 0.0180 0.069
H -8.59709 -0.30953 -2.94558 -0.0712 0.2316 -0.0511 0.118
H -8.25152 -0.26063 -4.66264 0.0784 -0.0084 -0.0400 0.106
H -6.63893 2.47847 -4.35998 0.0377 -0.0412 -0.0586 0.107
H -8.11636 3.41833 -4.43988 -0.0642 -0.1517 0.1753 0.117
H -7.47486 1.05707 -6.27975 0.0495 0.1011 -0.0311 0.066
H -7.46045 2.76938 -6.71541 -0.0267 -0.0206 0.0488 0.076
H -8.98453 1.96241 -6.27985 0.0676 0.0826 0.0237 0.081
```
Positions in Å, forces in eV/Å.

Output
* multiplicity: 1
* charge: -1
* strongest force on any atom: 0.1160 Eh/bohr
* HOMO: -0.169 Ha
* E_tot: -125766.6289 eV
* molecular weight: 1252.29 g/mol

# 2
Formula: C20H43FINO8
Source: the Open Molecules 2025 dataset
Level of theory: ωB97M-V/def2-TZVPD

```
74
Properties=species:S:1:pos:R:3:forces:R:3:lowdin_charge:R:1
N 1.22808 -1.13678 -6.72288 -0.1654 -0.1462 -0.0338 0.101
C 0.87281 0.26409 -6.54286 1.5879 0.6916 -0.3550 -0.481
C 2.16016 1.16131 -6.62904 -0.5190 -0.5917 0.9271 -0.100
C 2.24580 2.28673 -5.60751 0.5327 0.5080 -0.7419 -0.167
C 2.94446 1.88320 -4.34864 -0.6717 -0.1877 0.5269 -0.219
F 4.19008 1.36234 -4.63494 0.5307 -0.1265 -0.1073 -0.046
C -0.13980 0.74972 -7.59963 -0.6295 -0.8412 0.1850 -0.104
C -0.85927 -0.33604 -8.41015 -0.5610 0.3799 -0.1417 -0.298
C -2.27647 -0.66243 -7.93767 0.2705 0.3149 -0.3637 -0.613
I -3.76561 0.42324 -9.07107 0.1060 -0.1415 0.2187 0.727
O 0.42148 0.42161 -5.18265 0.0817 0.0617 -0.2591 -0.019
C -0.76288 -0.15608 -4.89181 -0.5698 2.1180 -1.0979 -0.384
O -0.89892 -1.23083 -4.48117 -0.0060 -3.1167 1.3755 0.150
H 1.74290 -1.45234 -5.90731 -0.0801 0.0994 0.1285 0.101
H 1.89443 -1.19824 -7.48681 -0.1555 -0.0790 -0.1683 0.098
H 2.31149 1.51054 -7.63594 -0.1666 0.2092 -0.3956 0.111
H 2.99334 0.50439 -6.42659 0.3546 -0.2092 0.0378 0.105
H 1.29313 2.73354 -5.36942 -0.4230 0.0194 0.1047 0.119
H 2.84527 3.08459 -6.03492 0.1123 0.2563 -0.1986 0.116
H 2.37781 1.12379 -3.81972 -0.0002 -0.2196 0.1351 0.109
H 3.07437 2.73132 -3.69013 0.1283 0.2766 0.1879 0.118
H 0.33680 1.41833 -8.29256 0.4011 0.2519 -0.1562 0.107
H -0.90092 1.33875 -7.10542 -0.1580 0.3708 0.1799 0.116
H -0.31198 -1.26436 -8.49110 0.3126 -0.1029 0.2414 0.095
H -0.95684 0.04096 -9.41533 0.1081 0.0397 -0.4539 0.063
H -2.47696 -1.70545 -8.07421 -0.3986 -0.4288 -0.0600 0.038
H -2.46836 -0.38549 -6.91724 -0.0732 -0.0198 0.3368 0.005
H -1.64621 0.46787 -5.06475 0.0481 0.5874 -0.0866 0.144
C -1.78990 2.97783 2.67916 0.0962 -0.0942 -0.0297 -0.112
O -1.52150 1.70432 2.13765 -0.1539 0.0663 -0.1521 -0.198
C -2.38987 0.70905 2.65609 0.3203 0.0697 -0.0742 -0.199
C -2.42949 -0.49669 1.74304 -0.1493 -0.0937 0.0206 -0.183
O -3.28128 -0.33817 0.61648 0.0746 0.0416 0.0117 -0.125
C -2.80518 0.48447 -0.44050 -0.1601 -0.0420 -0.0823 -0.178
C -1.73230 -0.16781 -1.28501 0.2834 0.1881 0.1833 -0.200
O -0.47125 -0.07128 -0.64038 -0.0384 -0.1699 0.1299 -0.194
C 0.45189 -1.02587 -1.12075 -0.0091 0.1374 0.0273 -0.102
H -1.66126 2.97889 3.76804 -0.0642 0.0557 0.0158 0.087
H -1.08541 3.68129 2.23925 0.0330 -0.0349 0.0077 0.088
H -2.80774 3.30032 2.43036 -0.0186 0.0118 0.0958 0.089
H -3.40357 1.11047 2.77267 -0.0257 -0.0367 0.0049 0.131
H -2.00942 0.40601 3.63955 -0.1820 -0.0590 0.0584 0.101
H -2.86286 -1.32438 2.30987 -0.0346 0.0155 -0.0197 0.128
H -1.42443 -0.79587 1.44027 0.0774 0.1597 0.0033 0.116
H -2.47854 1.45763 -0.06956 0.1729 -0.0341 0.0168 0.123
H -3.67445 0.65154 -1.08100 -0.0149 -0.0459 0.0257 0.128
H -1.65913 0.34404 -2.25294 -0.1810 -0.0615 -0.0553 0.111
H -1.99474 -1.21814 -1.45722 -0.0254 0.0128 -0.0569 0.134
H 0.09376 -2.04394 -0.92944 0.0045 -0.0210 -0.1001 0.093
H 1.38852 -0.87918 -0.58539 -0.0185 0.0465 0.0100 0.089
H 0.63034 -0.89982 -2.19387 -0.0002 -0.0950 -0.0203 0.072
C 0.04200 -2.25755 4.38654 0.1270 0.0496 0.0307 -0.106
O 0.71941 -1.49349 5.35847 -0.1943 -0.1199 0.1574 -0.191
C 0.15758 -0.19965 5.50169 0.3715 -0.1288 -0.0844 -0.209
C 0.53927 0.40920 6.83263 -0.1069 0.1131 0.0536 -0.177
O -0.24628 -0.05564 7.92279 0.0587 -0.0431 -0.0356 -0.128
C 0.02945 -1.36444 8.40456 -0.1237 0.0634 0.0705 -0.182
C 1.29925 -1.46080 9.22117 0.1548 -0.1950 -0.1683 -0.208
O 2.43709 -1.53371 8.37845 -0.0220 0.2174 -0.0507 -0.199
C 3.62330 -1.18078 9.05258 -0.0582 -0.0870 -0.0679 -0.115
H 0.09074 -1.77584 3.40239 -0.0761 -0.0225 -0.0218 0.082
H 0.52785 -3.22970 4.32909 0.0378 0.0233 0.0014 0.089
H -1.00708 -2.40714 4.67034 -0.0284 0.0372 -0.0822 0.090
H -0.93506 -0.25114 5.42905 -0.0187 0.0335 0.0446 0.112
H 0.54380 0.42948 4.68685 -0.1735 0.1234 0.0114 0.133
H 0.33538 1.48098 6.77558 -0.0377 -0.0146 0.0174 0.126
H 1.60541 0.28729 7.03112 0.0245 -0.1497 -0.0860 0.123
H 0.02573 -2.09481 7.59358 0.1731 -0.0042 -0.0297 0.123
H -0.80648 -1.60262 9.06602 0.0003 0.0466 0.0038 0.127
H 1.26605 -2.37072 9.83668 -0.0816 0.0741 0.1120 0.128
H 1.37034 -0.58743 9.88085 -0.0381 -0.0015 0.0236 0.128
H 3.57717 -0.14401 9.40630 0.0183 -0.0291 0.0848 0.088
H 4.44644 -1.27153 8.34651 -0.0226 -0.0351 -0.0161 0.087
H 3.80828 -1.84889 9.90184 0.0324 0.0580 0.0451 0.088
```
Positions in Å, forces in eV/Å.

Output
* multiplicity: 1
* strongest force on any atom: 0.0663 Eh/bohr
* HOMO: -0.339 Ha
* structure (SMILES): N[C@@](CCCF)(CCCI)OC=O.COCCOCCOC.COCCOCCOC
* E_tot: -50121.3616 eV
* molecular weight: 571.47 g/mol

# 3
Formula: C20H43IrN2OP3
Source: the Open Molecules 2025 dataset
Level of theory: ωB97M-V/def2-TZVPD

```
70
Properties=species:S:1:pos:R:3:forces:R:3:mulliken_spin:R:1
Ir 0.27544 -0.08494 0.25143 1.3039 0.2518 -0.6140 1.878
P 1.87115 1.22808 1.42523 2.0734 1.2296 2.1219 0.199
P -0.97264 1.78179 -0.25055 -1.5008 1.6000 -0.1971 0.153
P 1.94759 -0.72241 -1.18212 2.8098 -1.5822 -2.3745 -0.045
H -1.82189 -2.01246 0.79358 0.4910 0.0372 -0.1629 -0.008
C -0.85832 -2.19288 0.29858 -0.0187 -1.0919 0.8008 0.152
C 0.32911 -2.33671 1.02264 -1.1934 -0.7158 0.0268 0.097
H 0.33577 -2.28727 2.11412 0.0145 0.1429 -0.3549 0.002
C 1.42181 1.87891 3.09380 -0.4834 -0.1410 -0.0486 0.026
C 2.52460 2.77565 0.65420 -0.1203 -0.0883 -0.4632 0.029
C 3.41449 0.35918 1.92266 -0.0063 -0.0242 -0.1283 0.032
C -2.71452 1.23778 -0.23200 -0.4326 -0.2911 -0.0613 0.049
C -0.98717 3.16857 0.94655 0.1237 0.0633 -0.0232 0.013
C -0.59072 2.44275 -1.90111 0.1623 0.0011 -0.2016 0.039
C 3.15063 -1.91915 -0.45363 0.1703 0.0877 0.2174 0.049
C 2.97955 0.65446 -1.83168 -0.1251 0.1399 0.1569 0.052
C 1.62518 -1.62343 -2.75347 -0.4614 0.1021 -0.1190 0.055
H -0.94564 -2.66459 -0.69100 0.2278 0.4233 0.4065 0.035
H 1.13003 -2.93308 0.58630 -0.0785 0.4825 0.1130 0.028
H 1.40466 1.06289 3.82729 -0.0067 0.1197 -0.1499 -0.003
H 0.45450 2.39025 3.08274 0.1919 -0.0857 0.0856 0.002
H 2.18452 2.59930 3.41579 -0.1079 -0.2236 -0.1442 0.002
H 1.73225 3.37094 0.18646 0.3050 -0.1055 0.0461 0.003
H 3.28982 2.55188 -0.09683 -0.2871 0.1093 0.2357 0.000
H 2.99661 3.38293 1.44040 -0.1932 -0.2770 -0.1053 0.006
H 3.16220 -0.60373 2.38280 0.1312 0.1726 -0.0932 0.001
H 3.93991 0.96501 2.67519 -0.2186 -0.0243 -0.2197 0.006
H 4.10110 0.20977 1.08199 -0.1921 -0.0365 0.2030 -0.001
H -3.21816 1.56101 -1.15515 0.0673 -0.0758 0.3693 -0.004
H -3.23866 1.67490 0.63269 0.1784 -0.0449 -0.3621 0.008
H -2.78322 0.13983 -0.13011 -0.0663 0.5200 -0.1977 0.000
H -1.61997 3.98392 0.57300 0.0687 -0.1947 -0.0779 0.007
H 0.00653 3.57820 1.14577 -0.2500 -0.0305 -0.1344 -0.003
H -1.41332 2.83513 1.89877 0.0062 -0.0397 -0.2272 -0.003
H -1.41320 3.07794 -2.25848 0.1546 -0.0423 0.2127 0.010
H -0.45770 1.61506 -2.60990 -0.0532 0.1893 0.2337 0.006
H 0.32984 3.04047 -1.88742 -0.2194 -0.0830 0.0695 -0.002
H 4.12215 -1.83296 -0.96382 -0.3175 -0.0152 0.0598 0.005
H 2.77290 -2.94072 -0.59768 0.1796 0.2994 -0.0573 -0.003
H 3.30409 -1.75114 0.61679 -0.0051 -0.1711 -0.3635 -0.005
H 3.43785 0.34168 -2.77667 -0.0925 -0.0192 0.2149 0.006
H 3.78000 0.91720 -1.13459 -0.1427 -0.0633 -0.1616 -0.004
H 2.35068 1.52910 -2.02486 0.2052 -0.0580 -0.0254 -0.011
H 2.53998 -1.69743 -3.35186 0.0002 -0.0537 0.3569 0.005
H 0.86202 -1.09421 -3.32536 0.4401 -0.1422 -0.0303 -0.004
H 1.25276 -2.62566 -2.51845 0.1020 0.0981 -0.0691 -0.002
C -1.88406 -1.31888 -3.15006 -0.1910 0.0831 -0.9023 -0.040
C -2.92829 -0.53543 -3.69270 1.5158 -0.3006 1.6276 0.243
C -3.50907 -0.90697 -4.92345 -0.8987 -0.6730 -1.5974 0.249
C -3.12497 -2.06911 -5.58472 -0.0399 -0.7130 -0.3116 0.007
C -2.20167 -2.92990 -4.98055 -1.4526 -0.0022 -1.8203 0.223
C -1.62095 -2.58113 -3.75841 1.0312 1.5236 2.2749 0.266
O -0.93178 -0.72605 -2.35802 -0.8371 0.0942 1.9073 0.156
H -0.91102 -0.68906 -1.24828 -0.8283 -0.5934 -2.9935 0.131
H -3.23422 0.38255 -3.19541 0.1186 -0.1176 -0.1904 0.065
H -4.25924 -0.25646 -5.38895 0.2582 -0.2193 0.2562 -0.006
H -3.56665 -2.35030 -6.55238 0.2369 0.3004 0.5286 0.006
H -1.90521 -3.86186 -5.47042 -0.1595 0.2699 0.1557 -0.001
H -0.87404 -3.23712 -3.30679 -0.2042 0.1604 -0.1586 0.041
C -2.09747 0.64528 5.10934 -0.5925 0.5996 0.3150 -0.004
N -1.33100 -0.36535 4.37640 0.4218 -0.1009 -0.3444 0.423
C -0.78683 -1.49617 5.14450 0.1196 -0.7060 0.2147 -0.002
C -1.07534 -0.19204 3.11072 -0.4375 0.2775 0.7852 -0.081
N -0.88840 0.10505 1.98657 -1.0815 -0.3359 1.9881 0.363
H -2.29163 0.24764 6.10441 0.0165 0.1416 -0.1076 0.003
H -3.05419 0.84633 4.61368 0.1915 -0.0840 -0.0610 0.019
H -1.53738 1.58737 5.19234 0.0379 -0.2268 -0.0660 0.029
H -1.07160 -2.45260 4.68056 0.0452 0.2839 0.0447 0.023
H 0.31349 -1.44096 5.20390 -0.3455 0.1248 -0.0543 0.026
H -1.22312 -1.43659 6.14568 0.2406 -0.1357 -0.2538 0.003
```
Positions in Å, forces in eV/Å.

Output
* multiplicity: 6
* ΔE to the lowest compared entry with this formula, charge and spin: 220.80 kJ/mol
* charge: +4
* <S²>: 8.804
* strongest force on any atom: 0.0779 Eh/bohr
* HOMO (alpha / beta): -0.649 / -0.757 Ha
* E_tot: -57123.2747 eV
* molecular weight: 612.72 g/mol